Entry 1:
The following is a quantum chemistry calculation of a structure of composition C29H52GaI2O16S4Si, from OMol25.

Geometry as XYZ:
```
105
C29H52GaI2O16S4Si ωB97M-V with the def2-TZVPD basis set
C 0.618 3.475 1.420
C -0.220 2.467 2.038
Ga -2.263 2.492 2.231
I -2.773 1.905 4.777
C -3.127 0.916 1.154
C -2.315 -0.413 1.559
C -2.302 -1.541 0.392
C -1.977 -2.988 1.003
C -0.425 -3.381 1.028
C 0.446 -2.643 2.159
C 1.904 -2.161 1.601
C 1.692 -0.639 1.095
Si 2.777 -0.112 -0.389
C 3.442 -1.629 -1.408
C 4.215 1.002 0.225
C 1.601 0.818 -1.629
C 1.795 2.285 -2.083
C 0.766 2.834 -3.126
C -0.400 2.015 -3.719
C -0.601 0.563 -3.222
C 0.411 0.002 -2.190
C -3.183 4.261 1.722
I -1.941 6.044 1.882
C -3.876 4.043 0.286
C -4.336 5.386 -0.465
H 0.802 3.512 0.290
H 1.058 4.281 2.125
H 0.328 1.527 2.441
H -4.222 0.777 1.490
H -3.137 1.121 0.028
H -2.658 -0.860 2.567
H -1.226 -0.102 1.709
H -3.398 -1.587 0.017
H -1.674 -1.248 -0.513
H -2.484 -3.115 2.019
H -2.492 -3.756 0.304
H 0.055 -3.300 -0.020
H -0.382 -4.510 1.282
H 0.677 -3.355 3.025
H -0.077 -1.709 2.562
H 2.641 -2.120 2.486
H 2.318 -2.872 0.808
H 0.593 -0.580 0.735
H 1.833 0.044 1.997
H 4.106 -1.279 -2.276
H 4.026 -2.325 -0.701
H 2.536 -2.203 -1.810
H 3.926 2.120 0.210
H 5.192 0.812 -0.348
H 4.416 0.755 1.330
H 2.647 2.909 -1.669
H 0.890 3.909 -3.516
H -1.097 2.459 -4.500
H -1.463 -0.078 -3.626
H 0.271 -1.077 -1.824
H -4.051 4.405 2.473
H -3.255 3.377 -0.419
H -4.842 3.439 0.492
H -5.388 5.204 -0.915
H -4.438 6.304 0.201
H -3.623 5.538 -1.353
C -5.367 -4.591 4.043
C -4.654 -5.243 5.218
O -3.975 -6.369 4.660
S -3.532 -6.018 3.138
O -2.164 -5.595 3.157
O -4.015 -7.054 2.276
O -4.465 -4.705 2.944
H -6.284 -5.130 3.789
H -5.604 -3.544 4.235
H -5.345 -5.559 6.000
H -3.903 -4.573 5.645
C 5.184 -2.747 -6.672
C 5.758 -1.522 -5.976
O 5.554 -1.759 -4.584
S 5.651 -3.354 -4.298
O 6.976 -3.647 -3.836
O 4.475 -3.759 -3.594
O 5.530 -3.853 -5.837
H 4.094 -2.694 -6.732
H 5.596 -2.883 -7.673
H 5.266 -0.600 -6.285
H 6.834 -1.437 -6.151
C -4.615 6.907 -3.808
C -5.014 7.538 -5.134
O -4.353 6.757 -6.129
S -4.241 5.222 -5.610
O -5.319 4.474 -6.186
O -2.874 4.811 -5.705
O -4.593 5.500 -4.051
H -3.610 7.217 -3.510
H -5.319 7.145 -3.010
H -4.714 8.584 -5.203
H -6.092 7.456 -5.301
C 5.898 -2.752 4.139
C 6.373 -3.039 5.556
O 5.850 -1.972 6.346
S 4.429 -1.495 5.719
O 3.379 -2.137 6.450
O 4.481 -0.081 5.510
O 4.573 -2.239 4.280
H 6.513 -1.982 3.665
H 5.895 -3.647 3.516
H 7.459 -3.075 5.631
H 5.950 -3.976 5.931
```

## Properties
HOMO level = -3.1359 eV
charge = -1
frontier orbital gap = 4.95 eV
lowest unoccupied orbital energy = 0.06651 Ha

Entry 2:
The following is a quantum chemistry calculation of a structure of composition C29H52P2SiW, from OMol25.

Geometry as XYZ:
```
85
C29H52P2SiW ωB97M-V with the def2-TZVPD basis set
W -0.140 0.625 -0.279
C 1.406 1.264 1.231
C 0.099 1.737 1.630
C 0.043 -0.596 1.573
C 1.363 -0.172 1.185
C -0.739 0.582 1.865
C 2.620 2.094 0.983
H 2.351 3.143 0.840
H 3.161 1.754 0.092
H 3.316 2.035 1.827
C 2.509 -1.071 0.859
H 3.392 -0.488 0.580
H 2.255 -1.714 0.009
H 2.761 -1.726 1.706
C -0.402 -2.016 1.639
H 0.209 -2.593 2.348
H -0.280 -2.487 0.657
H -1.460 -2.093 1.916
C -2.149 0.624 2.338
H -2.201 0.535 3.431
H -2.745 -0.187 1.910
H -2.621 1.567 2.056
C -0.304 3.159 1.842
H -0.210 3.427 2.905
H -1.347 3.323 1.544
H 0.329 3.842 1.265
C 0.111 3.309 -5.044
C 0.502 4.371 -4.313
C -0.284 5.618 -4.083
C -1.796 5.412 -3.847
C -2.219 4.140 -3.154
C -2.735 3.100 -3.832
C -2.512 2.843 -5.291
C -1.120 3.212 -5.902
H -0.170 6.311 -4.935
H -2.313 5.516 -4.813
H 0.136 6.143 -3.213
H -1.240 4.132 -6.494
H 0.854 2.503 -5.208
H 1.541 4.418 -3.963
H -0.900 2.422 -6.637
H -2.697 1.773 -5.487
H -3.467 2.440 -3.354
H -3.264 3.393 -5.889
H -2.145 6.249 -3.221
H -2.239 4.170 -2.061
P 0.893 1.073 -2.382
P -2.327 0.025 -1.344
C -0.588 0.948 -3.460
C -1.745 0.016 -3.111
H -0.213 0.714 -4.466
H -0.937 1.980 -3.467
H -2.629 0.274 -3.713
H -1.472 -1.024 -3.313
C -2.903 -1.678 -1.122
H -3.271 -1.822 -0.097
H -2.063 -2.364 -1.292
H -3.709 -1.887 -1.844
C -3.710 1.152 -1.104
H -4.438 1.052 -1.917
H -3.367 2.191 -1.052
H -4.200 0.912 -0.151
C 2.346 0.618 -3.266
H 3.226 1.081 -2.801
H 2.278 0.938 -4.315
H 2.451 -0.473 -3.224
C 0.988 2.749 -1.665
H 0.417 2.892 -0.720
H 0.592 3.494 -2.357
H 2.035 2.976 -1.453
C 1.007 -4.970 -0.232
Si 1.105 -4.085 -1.905
C 2.882 -4.144 -2.547
C 0.020 -5.010 -3.134
C 0.516 -2.346 -1.628
C 0.314 -1.140 -1.364
H 1.283 -6.032 -0.302
H -0.019 -4.907 0.161
H 1.676 -4.493 0.497
H 3.254 -5.178 -2.591
H 2.955 -3.719 -3.558
H 3.556 -3.573 -1.891
H -0.990 -5.170 -2.728
H -0.075 -4.452 -4.078
H 0.467 -5.990 -3.353
```

## Properties
HOMO level (spin up / spin down) = -14.0979 / -14.1002 eV
charge = +2
multiplicity = 3
frontier orbital gap (spin up / spin down) = 7.05 / 6.84 eV
lowest unoccupied orbital energy (spin up / spin down) = -0.25898 / -0.26696 Ha

Entry 3:
The following is a quantum chemistry calculation of a structure of composition C29H53BFeO2P2, from OMol25.

Geometry as XYZ:
```
88
C29H53BFeO2P2 ωB97M-V with the def2-TZVPD basis set
Fe -1.595 -2.416 0.071
C -2.492 -2.467 2.000
C -2.210 -3.798 1.465
C -0.196 -2.730 1.957
C -1.244 -1.856 2.325
C -0.762 -3.916 1.388
C -3.788 -1.762 2.112
H -4.443 -1.950 1.251
H -3.602 -0.681 2.151
H -4.331 -2.015 3.027
C -1.058 -0.566 3.033
H -1.831 0.162 2.774
H -0.098 -0.105 2.775
H -1.079 -0.738 4.114
C 1.235 -2.418 2.197
H 1.505 -2.608 3.250
H 1.422 -1.353 1.996
H 1.904 -3.009 1.558
C 0.053 -4.994 0.790
H 0.213 -5.836 1.479
H 1.039 -4.595 0.533
H -0.407 -5.380 -0.119
C -3.193 -4.674 0.809
H -3.554 -5.534 1.396
H -2.749 -5.084 -0.119
H -4.082 -4.085 0.514
C 0.050 2.310 -0.085
C -1.238 1.756 0.120
C -1.878 0.653 -0.554
C -1.229 -0.860 -1.391
C 0.318 -1.258 -1.854
C 1.553 -0.831 -1.181
C 1.694 0.413 -0.481
C 0.954 1.607 -1.072
H -2.541 1.136 -1.307
H -1.792 -0.647 -2.354
H -2.509 0.171 0.204
H 0.364 1.356 -1.963
H -0.063 3.340 -0.466
H -1.857 2.344 0.855
H 1.707 2.312 -1.421
H 1.303 0.191 0.517
H 2.141 -1.677 -0.805
H 2.804 0.622 -0.391
H -1.971 -1.845 -1.431
H 0.282 -2.378 -1.751
P -1.434 0.786 -3.547
C -1.667 2.565 -3.833
C -2.598 0.023 -4.733
P 0.736 -1.311 -3.646
C 0.222 0.352 -4.238
C -0.067 -2.499 -4.770
C 2.500 -1.596 -3.746
H -0.842 3.162 -3.458
H -2.567 2.886 -3.298
H -1.813 2.796 -4.897
H -2.431 0.391 -5.763
H -3.620 0.295 -4.429
H -2.534 -1.073 -4.717
H 2.918 -1.354 -4.719
H 2.753 -2.633 -3.536
H 3.014 -1.002 -2.989
H 0.976 1.093 -3.938
H 0.184 0.346 -5.355
H 0.503 -3.439 -4.795
H -0.071 -2.090 -5.792
H -1.094 -2.734 -4.470
C 0.928 4.189 4.300
C 1.451 3.925 2.899
C 2.172 5.181 2.408
O 0.320 3.767 2.015
B 0.555 2.561 1.401
O 1.338 1.678 2.089
C 2.258 2.553 2.766
C 3.511 2.652 1.879
C 2.610 1.842 4.058
H 0.383 3.323 4.702
H 0.255 5.055 4.281
H 1.760 4.438 4.979
H 1.465 6.025 2.456
H 3.033 5.437 3.038
H 2.504 5.074 1.362
H 4.234 3.328 2.363
H 3.978 1.654 1.812
H 3.292 3.019 0.859
H 1.703 1.615 4.640
H 3.150 0.912 3.814
H 3.279 2.500 4.630
```

## Properties
HOMO level (spin up / spin down) = -8.9081 / -9.0142 eV
charge = +1
multiplicity = 6
frontier orbital gap (spin up / spin down) = 6.61 / 6.06 eV
lowest unoccupied orbital energy (spin up / spin down) = -0.08434 / -0.10842 Ha

Entry 4:
The following is a quantum chemistry calculation of the ion C29H53ClF4I2N with charge +1, from OMol25.

Geometry as XYZ:
```
90
C29H53ClF4I2N ωB97M-V with the def2-TZVPD basis set
C 4.951 4.803 0.000
C 5.833 3.759 -0.741
C 6.630 2.859 0.207
C 5.799 1.931 1.098
C 4.897 0.953 0.310
C 3.522 1.575 -0.077
C 2.356 0.752 0.550
C 1.892 -0.403 -0.364
C 2.004 -1.720 0.426
C 1.006 -2.864 0.161
C 0.918 -3.888 1.327
I 2.438 -5.478 1.356
C 0.971 -3.412 2.801
C 0.208 -2.201 3.315
I 3.069 -3.144 3.412
C 1.452 -3.541 -1.125
F 1.132 -2.744 -2.209
F 2.753 -3.661 -1.235
F 0.862 -4.681 -1.357
C -0.454 -2.247 0.051
C -1.524 -3.092 -0.687
C -1.671 -3.263 -2.201
C -1.680 -2.038 -3.106
F -2.984 -1.803 -3.555
C -0.476 -0.695 -0.088
C -1.904 -0.152 -0.205
C -2.641 -0.405 1.147
C -3.707 0.701 1.384
C -5.102 0.218 0.901
C -5.940 1.362 0.269
C -7.330 1.510 0.909
C -7.212 2.290 2.256
N 0.565 -0.161 -1.030
C 0.419 1.229 -1.556
C -0.212 1.433 -2.931
C -1.721 1.615 -3.044
Cl 0.482 0.336 -4.180
H 5.130 5.812 -0.367
H 3.886 4.590 -0.090
H 5.199 4.785 1.064
H 6.513 4.308 -1.394
H 5.187 3.194 -1.418
H 7.217 3.514 0.858
H 7.325 2.277 -0.403
H 5.202 2.494 1.824
H 6.489 1.318 1.684
H 4.775 0.025 0.874
H 5.442 0.697 -0.603
H 3.483 2.543 0.416
H 3.442 1.640 -1.162
H 1.542 1.441 0.798
H 2.751 0.411 1.506
H 2.616 -0.434 -1.182
H 1.861 -1.462 1.472
H 3.050 -2.015 0.393
H 0.014 -4.478 1.185
H 0.680 -4.265 3.406
H 0.354 -2.121 4.390
H -0.870 -2.364 3.181
H 0.447 -1.225 2.888
H -0.817 -2.339 1.076
H -1.454 -4.104 -0.277
H -2.492 -2.759 -0.308
H -0.968 -3.968 -2.636
H -2.635 -3.748 -2.370
H -1.359 -1.116 -2.633
H -1.104 -2.249 -4.004
H -0.173 -0.302 0.887
H -2.514 -0.638 -0.966
H -1.968 0.925 -0.349
H -3.188 -1.346 1.141
H -1.933 -0.343 1.978
H -3.426 1.654 0.933
H -3.801 0.877 2.458
H -5.659 -0.256 1.707
H -4.929 -0.518 0.109
H -5.415 2.311 0.399
H -6.060 1.202 -0.806
H -7.821 0.544 1.028
H -7.967 2.112 0.259
H -7.607 1.716 3.093
H -6.150 2.449 2.457
H -7.675 3.271 2.182
H 0.576 -0.779 -1.854
H -0.060 1.851 -0.804
H 1.414 1.655 -1.662
H 0.171 2.398 -3.257
H -1.956 1.885 -4.072
H -2.331 0.746 -2.803
H -2.034 2.449 -2.412
```

## Properties
HOMO level = -10.6554 eV
charge = +1
frontier orbital gap = 8.13 eV
lowest unoccupied orbital energy = -0.09299 Ha

Entry 5:
The following is a quantum chemistry calculation of a structure of composition C29H53ClFN2NbO8P, from OMol25.

Geometry as XYZ:
```
96
C29H53ClFN2NbO8P ωB97M-V with the def2-TZVPD basis set
C 1.478 -5.592 -1.289
C 1.717 -4.731 -2.398
C 1.948 -3.783 -3.738
C 0.888 -2.498 -3.586
C 1.716 -1.313 -2.812
Nb 0.478 -0.095 -1.322
N -0.583 1.068 0.198
Cl 0.285 -2.177 0.061
C -1.491 -0.484 -2.395
C -2.379 -1.732 -1.813
C -3.094 -1.463 -0.362
N -4.560 -1.046 -0.602
C 0.886 1.740 -2.616
C -0.445 2.459 -3.246
C -1.398 3.216 -2.099
F -2.335 4.219 -2.720
P 2.645 0.523 -0.024
C 4.200 0.087 -1.042
C 2.647 -0.260 1.717
H 1.186 -6.196 -0.320
H 1.755 -4.404 -4.714
H 3.071 -3.388 -3.648
H 0.027 -2.890 -2.898
H 0.548 -2.240 -4.676
H 2.554 -1.864 -2.165
H 2.239 -0.633 -3.634
H -0.043 1.982 0.264
H -0.436 0.555 1.096
H -1.224 -0.672 -3.537
H -2.214 0.465 -2.397
H -1.822 -2.758 -1.750
H -3.269 -1.895 -2.592
H -2.626 -0.600 0.274
H -3.112 -2.481 0.218
H -5.032 -1.227 0.334
H -5.028 -1.713 -1.259
H 1.644 1.493 -3.503
H 1.422 2.547 -1.935
H -0.046 3.354 -3.928
H -1.076 1.777 -3.974
H -2.090 2.459 -1.523
H -0.752 3.775 -1.281
H 5.139 0.682 -0.606
H 4.035 0.535 -2.126
H 4.405 -1.058 -1.169
H 3.543 -1.011 1.760
H 2.921 0.618 2.478
H 1.620 -0.690 2.078
O 1.788 1.392 5.225
C 2.394 0.363 5.475
O 3.728 0.181 5.251
C 4.075 -1.169 5.555
C 2.999 -1.654 6.491
C 1.785 -0.892 6.023
H 4.103 -1.741 4.622
H 5.064 -1.200 6.020
H 2.869 -2.739 6.472
H 3.242 -1.361 7.520
H 1.261 -1.416 5.218
H 1.105 -0.673 6.849
O -1.076 -5.817 3.986
C -1.227 -6.663 3.121
O -0.477 -7.799 3.014
C -0.853 -8.500 1.830
C -2.243 -8.017 1.507
C -2.221 -6.592 2.001
H -0.135 -8.260 1.039
H -0.828 -9.577 2.016
H -2.495 -8.109 0.447
H -2.979 -8.593 2.081
H -1.850 -5.903 1.237
H -3.202 -6.278 2.364
O -1.394 1.247 3.072
C -1.766 2.373 3.357
O -3.059 2.708 3.641
C -3.149 4.120 3.821
C -1.753 4.566 4.169
C -0.894 3.592 3.404
H -3.509 4.569 2.889
H -3.861 4.345 4.621
H -1.560 5.612 3.916
H -1.581 4.441 5.245
H -0.703 3.933 2.382
H 0.043 3.386 3.926
O 2.398 6.387 -4.954
C 1.252 6.653 -5.276
O 0.792 6.643 -6.562
C -0.557 7.108 -6.580
C -1.073 6.887 -5.182
C 0.163 7.080 -4.340
H -0.558 8.167 -6.861
H -1.131 6.544 -7.321
H -1.894 7.558 -4.915
H -1.431 5.856 -5.078
H 0.313 8.130 -4.072
H 0.141 6.451 -3.447
```

## Properties
HOMO level = -3.6803 eV
charge = -1
frontier orbital gap = 6.02 eV
lowest unoccupied orbital energy = 0.08599 Ha

For the records above, the corresponding calculated total energy values read -183462.265, -59180.837, -88657.174, -72009.879, -76363.062 eV.
For the records above, the corresponding molar mass values read 1136.60, 674.61, 562.35, 781.00, 736.08 g mol⁻¹.